Record 1
This record from the OMol25 dataset describes a 21-piece molecular cluster, H41O21 overall in a non-equilibrium geometry. The level of theory is the ωB97M-V functional and the def2-TZVPD basis.

Geometry as XYZ:
```
62
Properties=species:S:1:pos:R:3:forces:R:3
O 4.583387 0.709662 -0.447535 2.618 0.108 0.122
H 3.755415 0.311477 -0.529847 -2.160 -0.934 -0.011
H 4.437379 1.582106 -0.791151 -0.138 0.687 0.009
O -1.504016 0.362365 3.555583 1.286 1.668 -1.126
H 2.725612 2.493313 0.810085 0.894 -1.163 3.221
H -0.840506 0.930351 4.066641 -1.331 -1.223 -1.266
O -3.689218 2.599143 -0.862531 -0.740 1.195 7.254
H -3.036510 1.231521 2.590418 -3.183 -1.963 -0.698
H -3.520050 2.272271 -1.653875 1.278 -2.429 -5.633
O -3.857226 0.608162 2.287426 2.991 1.900 0.565
H -0.796180 1.548905 1.635683 -0.668 2.200 -0.544
H 0.704181 0.492388 -0.519146 1.315 0.115 -0.738
O 0.370490 4.098647 2.765729 -1.180 -0.194 2.803
H 0.193724 4.210077 1.847397 -0.139 0.083 -0.865
H -0.460329 3.563919 3.075036 2.711 1.688 -0.958
O 3.461092 1.296634 2.932613 1.600 -2.961 0.691
H 0.907353 -2.551880 2.187569 0.353 -0.625 0.621
H 3.738624 0.313944 3.114019 -0.512 2.924 -0.692
O 0.503129 -3.370419 2.547856 0.008 1.241 -1.455
H -3.337279 1.943551 -0.177327 -0.847 1.284 -1.562
H -1.341613 0.623726 2.552191 -0.556 -1.788 3.546
O 2.656381 -2.658503 -1.093988 -0.686 -1.132 3.519
H -3.380044 -0.232413 2.398952 -0.594 0.247 0.131
H 2.537417 1.292950 3.226017 0.098 0.403 -0.125
O 2.303555 2.295554 -3.603595 5.480 6.364 2.218
H 2.602947 -2.998071 -0.100271 0.676 1.131 -2.948
H -1.585440 2.705841 1.188191 -4.512 1.537 -5.233
O -1.414452 -0.476467 0.915339 -0.833 0.725 -0.899
H -0.279774 -3.299005 1.958588 0.043 -0.777 1.086
H -2.384308 -0.488985 0.724465 1.019 0.335 0.209
O -3.715614 -2.901572 -2.457883 3.903 4.436 -1.642
H -1.565845 1.355050 -1.385869 -11.979 -1.814 -11.565
H -3.139487 -2.230347 -3.143949 -2.709 -3.073 1.971
O -1.660992 0.255969 -4.231726 -2.090 1.361 -2.643
H -1.499044 -0.686080 -4.369432 0.046 0.208 -0.367
H -2.209881 0.610275 -5.080147 2.115 -1.601 3.066
O -1.008566 2.518148 1.810172 3.479 -4.326 3.605
H 1.822405 1.600172 -3.691835 -5.148 -6.871 -1.351
H 2.766682 2.078055 -2.758473 -0.387 0.632 -0.778
O 0.627524 -3.793488 -2.867121 -0.093 0.630 -1.090
H -0.148923 -3.629548 -2.358435 -1.296 0.907 0.284
H 0.969201 -4.484633 -2.344128 1.382 -1.544 0.646
O 0.959947 1.066306 3.060694 -0.697 -3.472 -2.723
H -0.741518 -1.299657 -0.072012 0.488 -1.877 0.406
H 0.681089 1.147088 2.089327 1.155 0.710 1.871
O -0.983673 1.471817 -0.864288 11.759 -1.246 12.321
H -1.031867 0.468560 -0.367026 -0.214 3.285 -0.494
O 1.665610 0.471575 -0.753932 -0.502 -3.271 -0.751
H 1.085404 0.038851 2.963502 -0.337 2.460 1.012
H 1.843053 -0.498684 -1.074693 -0.630 2.348 1.049
O -2.218218 -2.730425 2.127545 1.262 -0.412 -2.968
H 2.009523 -2.052577 -3.703532 -0.445 0.869 0.416
H -2.375031 -2.015067 2.689430 -0.615 1.422 2.397
O 1.899928 -1.154885 -4.062899 1.676 -2.630 -3.074
H -0.745573 -2.880434 -0.226967 -3.922 -4.876 1.118
H 1.539643 -0.545241 -3.500598 -1.392 1.708 2.730
O -0.230588 -2.191669 -0.371219 3.720 5.630 -1.635
H 1.694300 -2.659105 -1.231232 -0.070 0.160 -0.454
H -1.677424 -2.139828 1.491350 -0.943 -1.012 0.773
O 2.761542 2.668317 -0.087585 -2.468 2.734 -2.303
H 1.860168 3.129159 -0.124723 1.821 -0.798 -0.777
H -3.287519 -2.396865 -1.702847 -1.162 -1.319 -0.287
```
Forces are in eV/Å.

Spin multiplicity: 1
Maximum force, hartree/bohr: 0.332
Kohn-Sham gap, hartree: 0.354
M, g mol⁻¹: 377.31
Charge: -1

=====

Record 2
This record from the OMol25 dataset describes a 21-piece molecular cluster, H42O21 overall in a non-equilibrium geometry. The level of theory is the ωB97M-V functional and the def2-TZVPD basis.

Geometry as XYZ:
```
63
Properties=species:S:1:pos:R:3:forces:R:3
O 2.468306 2.138152 1.630077 0.803 1.221 -1.876
H 2.687816 1.625776 0.831553 0.221 0.726 -0.198
H 2.186087 1.422452 2.132090 -0.681 -2.170 2.228
O -3.189845 -2.034460 0.196412 0.791 -1.199 -0.075
H -3.138157 -2.493779 1.048134 -0.189 0.249 -0.067
H -2.534440 -2.560263 -0.330535 -0.529 0.803 0.327
O 2.717612 -3.975744 2.079895 0.414 1.277 -0.798
H 3.156145 -3.303137 1.488997 -0.611 -0.724 0.671
H 3.237453 -4.762619 1.940553 0.179 -0.473 0.030
O -0.925135 2.853183 -1.083771 -0.500 0.067 0.406
H -0.743477 2.688985 -2.004706 1.195 0.324 -1.261
H -1.628962 2.200965 -1.063965 -0.376 -0.256 0.937
O 2.194182 1.283837 -1.519167 0.298 -1.809 1.114
H 1.789609 2.091401 -1.731185 -0.775 1.905 -0.758
H 1.492641 0.847563 -0.975337 0.029 0.001 -0.161
O 3.037579 -0.808666 2.027763 -0.233 -1.029 0.928
H 2.375863 -1.227439 2.691189 1.823 0.881 -1.458
H 3.945322 -1.214883 2.043402 -1.628 0.345 0.405
O 4.668372 -2.439104 -0.063549 -0.251 1.453 1.088
H 4.654492 -3.131703 -0.685204 0.068 -1.429 -1.167
H 4.171792 -1.732517 -0.507704 -0.042 -0.063 0.127
O -4.011643 2.895504 0.060285 -0.152 -0.455 0.183
H -3.630258 3.625316 -0.455956 0.135 -0.174 0.900
H -3.741934 2.901358 1.012652 0.190 0.979 -0.799
O 0.447038 -0.722568 3.009043 -0.628 -1.426 0.513
H 0.097270 -0.565357 3.901603 0.150 0.493 -0.301
H 0.115927 -1.658105 2.851778 0.421 0.880 -0.482
O -4.865899 1.965307 -2.474776 -0.872 0.664 -1.183
H -5.589965 2.560804 -2.782145 0.875 -0.754 0.424
H -4.828958 2.083493 -1.528204 -0.015 0.077 0.658
O -1.054376 1.766857 4.167512 -0.552 -0.803 -0.745
H -0.521490 2.405563 4.595114 0.833 1.026 1.117
H -0.795278 1.912188 3.249036 -0.180 -0.262 -0.329
O -0.470551 -0.805106 -3.316672 0.339 -0.549 -0.225
H -1.286791 -1.008899 -2.847406 -0.001 -0.013 0.038
H -0.063183 -1.660512 -3.550286 -0.270 0.366 0.216
O -2.558032 3.705652 2.385904 -0.493 0.209 -1.435
H -2.584470 3.522368 3.307494 0.093 -0.381 1.124
H -1.643225 3.555084 2.082391 0.059 0.156 0.227
O -0.404305 -2.906505 -0.764666 -0.349 0.656 0.236
H 0.067324 -3.327709 -1.494569 0.253 0.199 -0.053
H -0.127486 -1.960720 -0.713053 0.024 -0.655 -0.046
O 0.009828 3.336114 1.587282 -0.632 0.104 0.181
H 0.021722 3.154730 0.637896 -0.130 -0.062 -0.235
H 0.887149 3.118095 1.905605 0.589 -0.088 -0.206
O 1.450144 -3.334527 -3.008203 -0.616 0.459 0.366
H 1.917019 -3.876891 -3.628680 0.311 -0.434 -0.488
H 1.963672 -2.512011 -2.897992 0.117 0.076 0.234
O -2.628647 0.538420 -0.416220 0.443 -0.568 0.118
H -3.042670 -0.149504 0.136830 0.266 -0.206 -0.447
H -3.063341 1.357114 -0.176919 -0.590 0.653 0.089
O -0.354628 1.925834 -3.638071 -1.296 -0.103 -0.542
H -0.073471 0.985402 -3.683285 -0.480 0.429 0.174
H -1.313958 1.922870 -3.915237 1.581 -0.165 0.274
O -0.149006 -3.376440 2.067946 0.147 -0.031 0.557
H -0.351011 -3.389194 1.126865 0.033 0.149 -0.456
H 0.746253 -3.752163 2.120404 -0.025 0.043 -0.004
O 0.117994 0.047618 -0.030067 1.286 -0.278 0.621
H -0.791220 0.342263 -0.168170 -0.558 0.250 0.244
H 0.373978 0.197906 0.911717 -0.659 -0.346 -0.797
O 2.912814 -1.065884 -2.394592 0.722 -1.623 -0.461
H 2.599690 -0.166512 -2.298843 -0.292 1.185 0.137
H 3.594722 -1.055252 -3.078289 -0.084 0.223 0.164
```
Forces are in eV/Å.

Spin multiplicity: 1
Maximum force, hartree/bohr: 0.062
Kohn-Sham gap, hartree: 0.403
M, g mol⁻¹: 378.31

=====

Record 3
This record from the OMol25 dataset describes a 21-piece molecular cluster, H42O21 overall in a non-equilibrium geometry. The level of theory is the ωB97M-V functional and the def2-TZVPD basis.

Geometry as XYZ:
```
63
Properties=species:S:1:pos:R:3:forces:R:3
O -18.820343 -3.798079 1.238639 -0.118 0.179 0.159
H -18.672174 -3.820819 0.293026 0.339 -0.565 -0.554
H -19.216690 -2.913840 1.290397 -0.094 0.459 0.513
O -20.211428 -2.806434 -1.343380 1.066 1.296 -0.016
H -20.291457 -1.832957 -1.463686 0.513 -0.333 0.057
H -21.088654 -3.112190 -1.429915 -1.571 -0.786 -0.094
O -19.528663 -6.309117 2.527877 -0.599 -1.181 -1.470
H -19.279711 -6.181808 3.414560 0.149 0.566 1.864
H -19.576066 -5.454165 2.115332 0.174 0.847 -0.399
O -19.518115 -1.008650 1.398018 -0.420 -0.670 0.592
H -20.222726 -0.796758 0.788489 -0.071 0.279 -0.320
H -18.807466 -0.387180 1.228868 0.487 0.239 -0.335
O -15.640452 1.564298 -1.230855 1.115 0.293 -0.193
H -14.793191 1.731915 -1.722841 -0.967 -0.198 0.312
H -15.369867 1.278038 -0.345543 -0.193 0.012 0.089
O -12.761855 -0.071824 -0.773834 0.418 -0.629 -0.470
H -12.966603 0.475535 -1.547884 0.119 0.410 0.303
H -12.897220 0.400518 0.054026 -0.333 0.431 0.170
O -17.415092 -0.733101 -5.291805 -0.945 -0.467 -2.192
H -17.320305 -0.386127 -4.422216 -0.199 0.756 1.526
H -18.243255 -0.389133 -5.713210 1.212 -0.338 0.938
O -17.269721 -0.213406 -2.210994 0.344 2.321 -1.345
H -17.243081 -0.967958 -1.672083 0.191 -1.879 1.459
H -16.563064 0.420493 -1.835307 -0.785 -0.554 -0.343
O -13.890552 0.970477 1.671510 -0.384 -0.734 -1.009
H -14.070450 0.014228 1.831649 -0.530 0.139 -0.259
H -13.388515 1.178393 2.433321 0.907 0.808 1.152
O -16.468298 -3.441722 2.728278 -0.920 -0.136 -0.125
H -16.873440 -3.451704 3.607760 0.178 -0.043 -0.200
H -17.231287 -3.673481 2.122175 0.589 0.310 0.360
O -18.102033 -4.571261 -1.796010 -0.108 0.122 -0.607
H -18.920252 -4.043366 -1.851979 0.135 0.019 0.232
H -17.800741 -4.562952 -2.722776 0.133 -0.152 0.336
O -14.661354 -1.536254 2.003471 -0.610 -0.873 0.563
H -15.444289 -2.015287 2.404796 0.879 0.231 -0.231
H -14.410936 -2.151331 1.308805 0.233 -0.047 -0.200
O -16.838852 -0.131366 1.045505 -0.309 -0.912 0.725
H -16.720061 -1.125971 1.005238 -0.069 1.579 0.007
H -16.704010 0.122550 1.987073 0.098 -0.385 -1.035
O -19.911236 0.151963 -1.412041 -0.497 0.722 -0.725
H -20.599556 0.720637 -1.839903 1.208 -0.634 0.499
H -19.007013 0.399624 -1.761433 -0.803 -0.435 0.235
O -17.630876 -7.297314 4.178848 0.954 0.075 0.628
H -16.678502 -7.086156 4.174611 -0.717 -0.151 -0.045
H -17.933892 -7.160712 3.280696 0.098 -0.135 -0.617
O -13.942044 0.260091 -5.504244 0.164 -0.813 0.359
H -13.776271 -0.669344 -5.236110 0.382 0.304 0.229
H -14.782081 0.136243 -5.949993 -0.430 0.451 -0.155
O -16.634574 -3.268891 -3.932850 0.150 0.145 0.746
H -17.200837 -2.726737 -4.486679 -0.210 0.363 -0.460
H -16.624877 -2.768594 -3.092313 0.079 -0.229 -0.440
O -13.402246 1.658676 -2.887787 0.215 0.093 -0.307
H -12.948634 2.488281 -3.089308 -0.060 -0.250 0.031
H -13.492642 1.183154 -3.737211 -0.235 0.104 -0.102
O -16.327297 -2.656186 -0.545160 0.907 0.088 -0.562
H -16.511201 -3.453082 -1.077497 -0.403 0.085 0.507
H -15.350629 -2.517240 -0.676683 -0.803 -0.146 0.093
O -13.793310 -2.500264 -4.291516 -0.911 0.343 -1.371
H -13.725524 -2.643175 -3.351536 -0.169 -0.086 0.720
H -14.745809 -2.631757 -4.536993 1.037 -0.189 0.699
O -13.638504 -2.511508 -1.129193 0.518 0.482 -0.155
H -12.905466 -3.049470 -0.830778 0.059 -0.638 0.073
H -13.216810 -1.606094 -1.086718 -0.588 0.036 0.159
```
Forces are in eV/Å.

Spin multiplicity: 1
Maximum force, hartree/bohr: 0.053
Kohn-Sham gap, hartree: 0.400
M, g mol⁻¹: 378.31

=====

Record 4
This record from the OMol25 dataset describes a 21-piece molecular cluster, H43O21 overall in a non-equilibrium geometry. The level of theory is the ωB97M-V functional and the def2-TZVPD basis.

Geometry as XYZ:
```
64
Properties=species:S:1:pos:R:3:forces:R:3
O -0.562951 -3.169091 -2.296666 -0.121 -0.027 -0.549
H -1.381438 -2.782946 -2.661818 0.660 0.377 0.108
H -0.389806 -2.826203 -1.398210 -0.227 0.103 -0.442
O 0.660534 -0.079610 -1.724548 -0.821 0.574 -1.029
H 1.427133 -0.608050 -1.492322 0.395 -0.116 0.245
H 0.458022 -0.238927 -2.668834 0.194 -0.218 0.133
O 0.596495 2.496299 -3.682277 0.216 -0.004 0.038
H -0.202033 2.591423 -4.214316 0.059 -0.135 0.110
H 1.332333 2.772632 -4.241313 -0.152 0.052 0.022
O 1.264684 -0.764658 1.698463 -0.192 1.337 0.569
H 1.975133 2.592850 -0.808419 0.564 -0.130 1.013
H 1.920048 -1.455887 1.842936 -0.503 -0.328 -0.039
O 2.841899 -0.291294 -0.271522 0.526 0.215 -0.387
H 2.210970 -0.263684 0.501247 -0.033 -0.237 -0.445
H 3.670201 -0.036260 0.155803 -0.038 -0.334 -0.059
O 3.105547 2.483149 -0.646886 -0.322 1.443 -0.188
H 3.165437 1.531008 -0.851630 0.290 -0.606 0.543
H 3.352834 2.631848 0.331797 -0.317 -0.903 -1.308
O 0.726300 2.261179 -0.572952 -0.078 0.555 -0.190
H 0.550304 1.566249 -1.265343 0.244 0.177 0.087
H 0.104364 3.005008 -0.585645 0.011 -0.321 -0.376
O -0.648054 4.370594 2.367850 0.523 1.037 -0.690
H -0.360239 3.590806 1.874877 -0.555 -0.289 0.897
H -1.214183 4.150368 3.104757 -0.016 -0.552 -0.089
O -2.911454 -4.404506 -1.472805 -0.054 0.515 -0.300
H -2.277594 -4.096141 -2.148721 -0.221 -0.655 0.615
H -3.700746 -3.871510 -1.626317 -0.074 -0.284 0.019
O -3.702113 0.458618 1.412337 -0.216 0.566 -0.136
H -3.204324 0.300562 0.604053 0.465 -0.342 -0.036
H -3.959746 1.373886 1.243308 -0.313 0.016 0.299
O -1.791807 0.512660 -0.726276 -0.681 -0.182 -0.223
H -0.914982 0.715719 -1.059353 0.291 -0.176 0.227
H -1.960105 -0.292078 -1.235129 -0.089 -0.017 0.192
O 1.881162 -0.906420 5.154263 1.543 0.449 0.074
H 1.291883 -0.149719 5.113624 -0.650 -0.701 -0.052
H 1.522125 -1.786692 5.047448 -0.888 0.304 -0.020
O -2.462299 -1.558887 -3.737767 0.077 -0.807 -0.040
H -2.961014 -1.428690 -2.928412 -0.034 0.558 -0.139
H -1.735520 -0.921002 -3.829661 -0.429 0.253 0.171
O -0.498219 1.605053 2.143753 -0.099 -0.282 -0.263
H -0.847539 1.370478 3.012425 -0.068 -0.109 -0.095
H -0.958863 0.996732 1.541492 0.135 0.173 0.147
O 0.708424 -2.564410 -0.028112 -0.132 0.175 -0.471
H 0.138436 -2.961493 0.637638 0.234 -0.508 0.091
H 1.283325 -3.203893 -0.450946 -0.002 -0.517 0.235
O -2.491363 0.103076 3.968350 -0.558 1.280 -0.308
H 0.401232 -1.088133 1.360978 1.096 -0.194 0.317
O 0.144394 -1.073142 -4.440696 -0.873 1.135 1.007
H 0.018731 -2.021411 -4.380506 0.742 -0.346 -0.363
H 0.844921 -0.728597 -4.986117 0.314 -0.694 -0.462
O -1.032870 -1.850229 1.967406 -0.417 -0.204 0.115
H -1.895771 -2.253492 1.839096 -0.223 0.025 0.010
H -1.096410 -1.363513 2.800376 -0.172 0.018 0.046
O 3.356744 1.431676 1.608779 -0.402 0.254 1.525
H 3.608142 0.817354 2.351883 0.327 0.270 -0.628
H 2.395817 1.431761 1.771016 0.014 0.100 -0.288
O 3.605494 -0.754571 3.011444 0.040 0.160 -0.629
H 3.106794 -0.704253 3.848077 0.275 -0.443 0.417
H 4.488755 -1.118449 3.093133 -0.020 -0.106 0.619
O -2.175560 1.403021 -3.661481 -0.195 0.643 -0.093
H -2.535343 1.936165 -4.385754 0.023 -0.364 -0.055
H -2.639806 1.766851 -2.896726 0.124 -0.184 0.156
H -3.141754 0.525561 3.364815 0.353 -1.152 -0.565
H -2.504714 0.825253 4.604057 0.448 -0.300 0.910
```
Forces are in eV/Å.

Spin multiplicity: 1
Maximum force, hartree/bohr: 0.034
Kohn-Sham gap, hartree: 0.388
M, g mol⁻¹: 379.32
Charge: +1

=====

For each record above, in turn, the calculated HOMO level values are -8.06 -11.06 -10.90 -13.18 eV.
For each record above, in turn, the calculated energy relative to the best compared isomer or geometry (same formula, charge and spin) values are 9.639 2.870 2.375 2.385 eV.
For each record above, in turn, the calculated LUMO energy values are 1.59 -0.11 -0.02 -2.62 eV.